Density functional theory data (the ωB97M-V functional and the def2-TZVPD basis) for an isolated molecule of C4H4Cl2NP at a distorted geometry.

Calculated values
frontier orbital gap = 0.3457 hartree
HOMO = -8.8 eV

Atoms and positions in Å:
C 0.723 -1.118 1.096
C 0.490 0.306 0.800
C 0.176 -1.842 0.052
C -0.189 0.371 -0.386
N -0.428 -0.948 -0.813
P -1.146 1.827 -1.160
Cl 0.331 3.002 -1.827
Cl -1.367 2.697 0.648
H 1.495 -1.355 1.848
H 0.490 1.183 1.425
H 0.494 -2.840 -0.163
H -1.069 -1.282 -1.520

Density functional theory data (the ωB97M-V functional and the def2-TZVPD basis) for a cluster of 2 separate species, C4H4Cl2O in total at a distorted geometry.

Calculated values
frontier orbital gap = 0.3193 hartree
HOMO = -8.9 eV

Atoms and positions in Å:
C -0.582 -1.167 -1.289
C -1.059 -1.230 0.024
C -0.159 0.521 1.189
C 0.540 1.447 0.580
O -0.016 -1.910 -0.222
Cl 0.374 0.105 -1.996
Cl 2.223 1.355 0.445
H -0.818 -1.837 -2.136
H -1.055 0.767 1.636
H 0.402 -0.385 1.617
H 0.150 2.334 0.153

Density functional theory data (the ωB97M-V functional and the def2-TZVPD basis) for a structure of composition C4H4ClF at a distorted geometry.

Calculated values
frontier orbital gap (alpha / beta) = 0.1645 / 0.1644 hartree
HOMO (alpha / beta) = -7.6 / -7.6 eV

Atoms and positions in Å:
C 0.116 -0.177 -0.654
C -0.425 -1.130 0.211
C 0.955 0.447 0.454
C 0.025 -0.439 1.285
F 0.655 1.757 0.389
Cl -1.532 1.254 -3.138
H -0.427 0.370 -1.389
H -1.073 -1.954 0.290
H 2.017 0.177 0.335
H -0.310 -0.303 2.216

Density functional theory data (the ωB97M-V functional and the def2-TZVPD basis) for a structure of composition C4H4ClHfO12 at a distorted geometry.

Calculated values
net charge = -1
frontier orbital gap = 0.3272 hartree
HOMO = -6.2 eV

Atoms and positions in Å:
Hf -7.931 -1.724 -28.054
Cl -7.804 -2.187 -30.772
O -8.579 -5.757 -26.745
C -8.490 -4.538 -27.247
O -9.198 -3.567 -27.073
O -7.570 -4.181 -27.989
H -8.977 -5.661 -25.877
O -7.838 -0.133 -24.082
C -7.970 -0.826 -25.234
O -8.939 -0.743 -25.992
O -7.101 -1.515 -25.798
H -8.558 0.476 -23.902
O -11.256 0.578 -29.747
C -10.299 -0.176 -29.212
O -9.129 0.242 -28.963
O -10.355 -1.373 -28.871
H -12.053 0.050 -29.657
O -3.989 0.021 -28.021
C -5.177 -0.603 -28.195
O -5.405 -1.801 -28.374
O -6.225 -0.008 -28.046
H -4.327 0.873 -27.736

Density functional theory data (the ωB97M-V functional and the def2-TZVPD basis) for an isolated molecule of C4H4ClNOS at a distorted geometry.

Calculated values
frontier orbital gap (alpha / beta) = 0.2496 / 0.2614 hartree
HOMO (alpha / beta) = -8.6 / -8.8 eV

Atoms and positions in Å:
C -0.269 0.259 -1.821
C -0.731 0.622 -0.584
C 1.825 -1.137 1.465
C 0.686 -0.388 1.845
N 0.883 -0.398 -2.101
O 2.556 -1.789 2.164
S -0.469 0.461 1.080
Cl 0.879 -0.855 -3.674
H -0.943 0.468 -2.708
H -1.599 1.317 -0.627
H 2.057 -1.284 0.426
H 0.439 -0.475 2.978

Density functional theory data (the ωB97M-V functional and the def2-TZVPD basis) for an isolated molecule of C4H4ClP at a distorted geometry.

Calculated values
frontier orbital gap (alpha / beta) = 0.2633 / 0.2360 hartree
HOMO (alpha / beta) = -6.8 / -8.9 eV
multiplicity = 3

Atoms and positions in Å:
C 1.052 0.005 -0.265
C 0.254 -1.015 0.332
C 0.483 1.105 -0.764
C -1.060 -0.987 0.393
P -1.390 1.286 -0.743
Cl -2.077 -2.018 1.185
H 2.101 -0.045 -0.533
H 0.826 -1.644 1.060
H 1.060 1.718 -1.349
H -1.250 1.594 0.684

Density functional theory data (the ωB97M-V functional and the def2-TZVPD basis) for a structure of composition C4H4CrO2 at a distorted geometry.

Calculated values
net charge = +2
frontier orbital gap (alpha / beta) = 0.2584 / 0.2542 hartree
HOMO (alpha / beta) = -18.5 / -18.4 eV
multiplicity = 5

Atoms and positions in Å:
H -1.625 0.349 1.102
O -3.467 0.154 0.058
C -2.792 -0.350 -0.740
C -1.393 -0.746 -0.691
C -0.655 0.136 0.353
C 0.700 -0.309 0.624
O 1.639 0.419 0.978
Cr 2.598 -1.282 0.678
H -0.970 -0.590 -1.697
H -1.428 -1.821 -0.442
H -0.602 1.215 0.148

Density functional theory data (the ωB97M-V functional and the def2-TZVPD basis) for a cluster of 2 separate species, C4H4F2 in total at a distorted geometry.

Calculated values
frontier orbital gap = 0.3693 hartree
HOMO = -9.3 eV

Atoms and positions in Å:
C -1.014 -0.870 0.151
C 0.161 -1.278 0.528
C 0.112 -0.208 -0.487
C 0.390 1.259 -0.079
F -2.320 -1.162 0.252
F 0.961 -2.011 1.340
H 0.288 -0.539 -1.892
H 0.848 1.291 0.995
H -0.457 1.816 -0.103
H 1.032 1.701 -0.706

Density functional theory data (the ωB97M-V functional and the def2-TZVPD basis) for a structure of composition C4H4F2O at a distorted geometry.

Calculated values
frontier orbital gap = 0.3276 hartree
HOMO = -9.6 eV

Atoms and positions in Å:
C -0.753 0.832 0.839
C 0.357 0.860 -0.141
C 0.848 -0.311 -0.627
C 0.014 -1.590 -0.619
H -0.533 -0.451 1.188
H -0.409 1.562 1.944
H -1.825 1.084 0.364
H 0.336 -2.220 -1.662
O -0.887 -1.733 0.290
F 0.892 2.161 -0.293
F 1.960 -0.192 -1.284

Density functional theory data (the ωB97M-V functional and the def2-TZVPD basis) for the ion C4H4F3O5PS with charge -2 at a distorted geometry.

Calculated values
net charge = -2
frontier orbital gap = 0.2482 hartree
HOMO = -0.4 eV

Atoms and positions in Å:
C -1.879 -1.129 -2.062
C -1.254 0.094 -2.019
C -1.008 1.010 -0.958
C 2.897 2.855 1.744
O -0.311 3.473 -0.278
O 0.258 2.812 -2.698
O 1.584 2.228 -0.444
O 0.398 2.636 1.868
O 1.489 4.583 0.633
F 4.081 2.991 0.999
F 2.955 3.915 2.621
F 3.047 1.680 2.481
P 0.066 2.293 -1.355
S 1.006 3.170 0.720
H -1.686 -1.733 -2.978
H -2.021 -1.776 -1.154
H -1.223 0.553 -3.019
H -1.022 0.729 0.043

Density functional theory data (the ωB97M-V functional and the def2-TZVPD basis) for an isolated molecule of C4H4FNS at a distorted geometry.

Calculated values
frontier orbital gap = 0.3259 hartree
HOMO = -8.0 eV

Atoms and positions in Å:
C -0.878 -0.320 -0.015
C 0.086 -1.317 -0.134
C 1.270 0.655 -0.025
C -0.074 0.917 -0.041
H -2.686 1.173 0.164
H 0.033 -2.344 -0.042
H 2.035 -1.284 0.326
H 2.133 1.306 0.042
N 1.276 -0.698 -0.117
F -0.593 2.152 -0.103
S -2.601 -0.241 -0.055

Density functional theory data (the ωB97M-V functional and the def2-TZVPD basis) for a structure of composition C4H4HgLiO2 at a distorted geometry.

Calculated values
frontier orbital gap (alpha / beta) = 0.2592 / 0.1740 hartree
HOMO (alpha / beta) = -7.4 / -6.5 eV
multiplicity = 2

Atoms and positions in Å:
C 1.392 0.780 -0.346
O 2.130 0.071 0.437
H 1.896 1.418 -1.103
Hg 0.936 -1.379 1.279
O -1.780 -0.548 0.485
C -1.281 0.788 0.226
C -1.187 1.181 -1.205
C 0.034 0.647 -0.424
H -2.343 -0.607 1.255
H -1.420 1.473 1.071
H -1.169 2.270 -1.361
Li -1.088 -0.812 -1.569